{
  "formula": "C5H4N2O",
  "method": "ωB97M-V/def2-TZVPD",
  "species": ["O", "C", "C", "C", "N", "C", "N", "C", "H", "H", "H", "H"],
  "coordinates": [[-2.344265, 0.523515, -0.745743], [-1.229399, -0.033858, -0.435784], [-0.902498, -0.499799, 0.816176], [0.280209, -0.325430, 1.364135], [1.357581, 0.343189, 0.998392], [1.504859, 0.876573, -0.141407], [1.022007, 0.182892, -1.265648], [-0.165324, -0.187928, -1.522395], [-1.716787, -1.098619, 1.331064], [0.224053, -0.643128, 2.388840], [2.220161, 1.751607, -0.364967], [-0.250596, -0.889016, -2.422665]],
  "forces_ev_per_angstrom": [[3.543, -2.058, 1.009], [-4.740, 3.312, -4.950], [-2.193, -2.115, 0.959], [-0.298, -1.415, 2.282], [1.491, 2.500, 1.173], [0.487, -0.852, -2.497], [0.430, 2.097, -0.416], [0.762, -1.760, 0.553], [1.109, 1.160, -0.367], [0.967, -0.432, 0.519], [-1.054, -1.614, 0.491], [-0.505, 1.176, 1.246]],
  "nbo_charge": [-0.5280, 0.4296, -0.3483, 0.0583, -0.4754, 0.3175, -0.4202, 0.0957, 0.2515, 0.1974, 0.2031, 0.2189],
  "de_lowest_kj_mol": 228.4,
  "spin_multiplicity": 1,
  "smiles": "O=c1ccncnc1",
  "e_tot_ev": -10274.395,
  "homo_ha": -0.355,
  "mol_weight_g_mol": 108.100,
  "max_force_ha_per_bohr": 0.1480,
  "gap_ha": 0.3338
}